No. 1
DFT (the ωB97M-V functional and the def2-TZVPD basis) results for the molecule C18H20N2O6S2 in a non-equilibrium geometry.

Properties
HOMO-LUMO gap   7.8460 eV
SMILES   COc1cccc(/C=C2\SC(=O)N(CCC(=O)N[C@@H]3CCS(=O)(=O)C3)C2=O)c1
LUMO level   -0.50 eV
Energy above the lowest of the compared OMol25 structures with the same formula, charge and spin   0.0 kcal/mol
E_HOMO   -8.35 eV

Element x y z (Å)
1 C -5.1284 -1.0472 -2.1518
2 O -5.6972 -0.1708 -1.2044
3 C -4.9308 0.2543 -0.1704
4 C -5.5482 1.1326 0.7268
5 C -4.8460 1.6256 1.8081
6 C -3.5303 1.2573 2.0164
7 C -2.8988 0.3724 1.1358
8 C -1.5274 0.0166 1.3926
9 C -0.7183 -0.8701 0.7780
10 S -1.0366 -1.9446 -0.5565
11 C 0.6094 -2.5883 -0.5122
12 O 1.0214 -3.4343 -1.2510
13 N 1.3197 -2.0044 0.5174
14 C 2.6602 -2.5385 0.7505
15 C 3.6788 -1.5883 1.3741
16 C 4.0367 -0.4391 0.4404
17 O 4.8038 -0.5615 -0.4910
18 N 3.4501 0.7301 0.7778
19 C 3.6003 1.9440 0.0007
20 C 2.6906 3.0316 0.5862
21 C 1.2529 2.6175 0.3256
22 S 1.3516 1.6673 -1.2396
23 O 0.6726 2.3645 -2.2939
24 O 0.9418 0.3070 -0.9935
25 C 3.1543 1.7371 -1.4387
26 C 0.6805 -1.0142 1.2126
27 O 1.1833 -0.3303 2.0882
28 C -3.6127 -0.1226 0.0402
29 H -5.9153 -1.2407 -2.8787
30 H -4.8187 -1.9898 -1.6908
31 H -4.2714 -0.5911 -2.6559
32 H -6.5743 1.4114 0.5483
33 H -5.3303 2.3050 2.4934
34 H -2.9867 1.6460 2.8643
35 H -1.0646 0.5360 2.2263
36 H 3.0268 -2.8772 -0.2237
37 H 2.5520 -3.4164 1.3993
38 H 4.5872 -2.1727 1.5324
39 H 3.3217 -1.2133 2.3311
40 H 2.7015 0.6857 1.4581
41 H 4.6554 2.2460 0.0335
42 H 2.9082 3.9764 0.0862
43 H 2.8863 3.1554 1.6523
44 H 0.8569 1.9477 1.0829
45 H 0.5777 3.4512 0.1706
46 H 3.3978 2.5771 -2.0805
47 H 3.5228 0.8055 -1.8552
48 H -3.1187 -0.7910 -0.6429

No. 2
DFT (the ωB97M-V functional and the def2-TZVPD basis) results for the molecule C18H20N4S2 in a non-equilibrium geometry.

Properties
HOMO-LUMO gap   8.1293 eV
SMILES   Nc1sc(-c2ccccc2)cc1-c1n[nH]c(=S)n1C1CCCCC1
LUMO level   0.33 eV
Energy above the lowest of the compared OMol25 structures with the same formula, charge and spin   62.8 kcal/mol
E_HOMO   -7.80 eV

Element x y z (Å)
1 N -0.9363 3.8228 -2.0405
2 C -0.4201 3.1227 -0.9084
3 S 0.8491 3.5968 0.2849
4 C 0.6279 2.1335 1.2018
5 C 1.3938 1.8921 2.4106
6 C 2.1471 2.8863 2.9004
7 C 3.0064 2.6841 3.9974
8 C 3.0271 1.4087 4.5485
9 C 2.2376 0.3326 4.0694
10 C 1.5123 0.6025 2.9317
11 C -0.3117 1.3599 0.6115
12 C -0.8000 1.8109 -0.6980
13 C -1.8052 1.1285 -1.5119
14 N -2.9347 1.7416 -1.8860
15 N -3.7947 0.6495 -2.3174
16 C -3.1790 -0.5779 -2.0358
17 S -3.8807 -2.1436 -2.3859
18 N -1.8923 -0.2634 -1.6363
19 C -0.8981 -1.2459 -1.3673
20 C -0.3217 -1.9441 -2.6734
21 C 0.7697 -2.8945 -2.2821
22 C 1.1906 -2.7588 -0.7421
23 C 0.0009 -3.0003 0.1335
24 C -1.2980 -2.3599 -0.3924
25 H -1.8172 3.3706 -2.3983
26 H -0.9888 4.8091 -2.0576
27 H 2.4948 3.7291 2.2939
28 H 3.5513 3.4950 4.5057
29 H 3.6518 1.2361 5.5188
30 H 2.2245 -0.6688 4.5121
31 H 0.9087 -0.1581 2.4313
32 H -0.6806 0.4153 1.0127
33 H -4.5305 0.6482 -3.1132
34 H -0.1558 -0.6439 -0.8840
35 H -1.0531 -2.6542 -3.0978
36 H 0.1457 -1.3707 -3.4636
37 H 1.5935 -2.9818 -2.9856
38 H 0.4054 -3.9375 -2.3292
39 H 1.6928 -1.8331 -0.5612
40 H 1.9655 -3.5799 -0.6115
41 H -0.0481 -4.0895 0.2211
42 H 0.2170 -2.6135 1.0937
43 H -1.8548 -2.0139 0.4572
44 H -2.0118 -3.1428 -0.7565

No. 3
DFT (the ωB97M-V functional and the def2-TZVPD basis) results for C18H20NO10PS3TaTe as an isolated structure.

Properties
HOMO-LUMO gap (spin up / spin down)   4.5216 / 5.6612 eV
Spin multiplicity   2
LUMO level (spin up / spin down)   4.30 / 4.29 eV
Energy above the lowest of the compared OMol25 structures with the same formula, charge and spin   0.0 kcal/mol
E_HOMO (spin up / spin down)   -0.22 / -1.37 eV
Total charge   -2
<S²>   0.768

Element x y z (Å)
1 Ta -1.2228 0.6024 -0.5221
2 O 4.1223 1.4492 -3.6718
3 C 2.9291 1.2809 -2.9929
4 C 2.8337 1.6333 -1.6129
5 C 1.6400 1.4582 -0.9904
6 N 0.5530 0.9515 -1.6074
7 C 0.6460 0.5857 -2.9344
8 C 1.8430 0.7629 -3.6399
9 C -0.5461 -0.1027 -3.3836
10 O -0.7198 -0.5777 -4.5035
11 O -1.4103 -0.2140 -2.3818
12 C 1.3534 1.7527 0.4545
13 O 2.2224 2.0731 1.2432
14 O 0.0913 1.5891 0.7167
15 H 4.7393 1.8745 -3.0697
16 H 3.6709 2.0235 -1.0467
17 H 1.8874 0.4654 -4.6793
18 C 1.8065 0.8512 4.3122
19 C 0.6458 1.7924 4.0909
20 O -0.4562 1.0007 3.6399
21 P -1.8435 1.6443 3.1776
22 S -2.5963 0.3908 1.7961
23 S -1.7913 3.5709 2.8927
24 O -2.7182 1.2982 4.5113
25 C -4.0706 1.7448 4.5526
26 C -4.2433 2.7210 5.6981
27 H 2.6715 1.4111 4.6757
28 H 2.0743 0.3741 3.3715
29 H 1.5473 0.0849 5.0457
30 H 0.8842 2.5377 3.3331
31 H 0.3673 2.3090 5.0155
32 H -4.7026 0.8617 4.6805
33 H -4.3439 2.2196 3.6074
34 H -3.9425 2.2600 6.6412
35 H -5.2875 3.0355 5.7787
36 H -3.6197 3.5973 5.5209
37 C 1.5586 -3.6736 -5.2263
38 C 1.0252 -3.4399 -3.8405
39 C 1.7867 -2.7689 -2.8938
40 C 1.2498 -2.4220 -1.6618
41 C -0.0589 -2.7644 -1.3717
42 C -0.8268 -3.4642 -2.2915
43 C -0.2804 -3.8003 -3.5155
44 S -0.8085 -2.2037 0.1341
45 O -0.9963 -3.3378 0.9896
46 O 0.0682 -1.1191 0.6109
47 O -2.0647 -1.5259 -0.2973
48 H 2.6421 -3.8023 -5.2217
49 H 1.3226 -2.8110 -5.8544
50 H 1.1062 -4.5543 -5.6851
51 H 2.7964 -2.4588 -3.1394
52 H 1.8221 -1.8440 -0.9480
53 H -1.8614 -3.6881 -2.0665
54 H -0.8942 -4.3003 -4.2561
55 Te -2.6009 2.6654 -1.1851

No. 4
DFT (the ωB97M-V functional and the def2-TZVPD basis) results for C18H20NO8S5Sr as an isolated structure in a non-equilibrium geometry.

Properties
HOMO-LUMO gap   4.6898 eV
LUMO level   1.17 eV
E_HOMO   -3.52 eV
Total charge   -1

Element x y z (Å)
1 Sr -1.3332 0.5248 -0.6343
2 C -0.4455 3.8598 2.1088
3 C -0.4322 2.4886 2.7607
4 O 0.7762 1.8242 2.4286
5 C 0.7244 0.4274 2.6056
6 C 1.8219 -0.1901 1.7657
7 O 1.5601 0.0345 0.3862
8 C 2.5150 0.8453 -0.2664
9 C 1.9143 1.2938 -1.5818
10 O 0.7223 2.0422 -1.4080
11 C 0.8560 3.4549 -1.2853
12 C 0.9123 3.9345 0.1511
13 O -0.3730 3.7675 0.6969
14 H 0.3693 4.4892 2.4897
15 H -1.3940 4.3424 2.3544
16 H -1.2882 1.9031 2.4032
17 H -0.5385 2.5879 3.8517
18 H -0.2513 0.0349 2.2899
19 H 0.8525 0.1500 3.6628
20 H 1.8714 -1.2692 1.9407
21 H 2.7914 0.2401 2.0384
22 H 3.4340 0.2735 -0.4754
23 H 2.7845 1.6949 0.3702
24 H 1.6276 0.4197 -2.1687
25 H 2.6452 1.8725 -2.1597
26 H -0.0322 3.8764 -1.7621
27 H 1.7357 3.7871 -1.8479
28 H 1.2002 5.0003 0.1501
29 H 1.6565 3.3872 0.7332
30 S -8.8286 2.5048 -1.0147
31 C -7.1847 2.1687 -0.9507
32 S -6.2854 1.5596 -2.2687
33 C -4.7122 1.4977 -1.5188
34 C -4.6782 1.9312 -0.2268
35 S -3.3105 2.0823 0.8822
36 S -6.2086 2.4517 0.4226
37 S -3.4293 0.8799 -2.5701
38 O -0.1392 -1.2307 -1.8082
39 C -0.2408 -1.9741 -0.8088
40 O -0.8550 -1.6839 0.2471
41 C 0.4570 -3.3164 -0.8628
42 C 1.0963 -3.7154 -2.0314
43 C 1.7630 -4.9306 -2.0846
44 C 1.7632 -5.7055 -0.9399
45 C 1.1357 -5.3499 0.2412
46 C 0.4707 -4.1324 0.2662
47 N 2.4933 -7.0117 -0.9795
48 O 2.5125 -7.6807 0.0318
49 O 3.0554 -7.3167 -2.0097
50 H 1.0601 -3.0593 -2.8890
51 H 2.2659 -5.2694 -2.9757
52 H 1.1663 -6.0010 1.0996
53 H -0.0497 -3.7957 1.1509

No. 5
DFT (the ωB97M-V functional and the def2-TZVPD basis) results for the molecule C18H20O4.

Properties
HOMO-LUMO gap   8.6296 eV
SMILES   CCCc1cc(=O)oc2cc(O[C@H]3CCCCC3=O)ccc12
LUMO level   0.13 eV
Energy above the lowest of the compared OMol25 structures with the same formula, charge and spin   0.0 kcal/mol
E_HOMO   -8.50 eV

Element x y z (Å)
1 C 3.8609 -1.6960 3.7284
2 C 2.5346 -1.0115 4.0315
3 C 1.3327 -1.9116 3.7037
4 C 1.2183 -2.1559 2.2303
5 C 1.6455 -3.3178 1.6842
6 C 1.6073 -3.5852 0.2632
7 O 1.9776 -4.6013 -0.2704
8 O 1.1090 -2.5845 -0.5350
9 C 0.6641 -1.4183 -0.0235
10 C 0.1708 -0.4956 -0.9439
11 C -0.3114 0.7262 -0.5046
12 O -0.8086 1.7067 -1.2890
13 C -0.8497 1.5308 -2.6996
14 C -2.0246 0.6274 -3.1314
15 C -3.3030 1.4343 -3.3814
16 C -3.3776 2.6138 -2.4156
17 C -2.2807 3.6205 -2.7737
18 C -1.0547 2.9247 -3.2953
19 O -0.3122 3.3812 -4.1225
20 C -0.3023 1.0090 0.8718
21 C 0.1835 0.0984 1.7720
22 C 0.6869 -1.1423 1.3534
23 H 3.9330 -1.9481 2.6730
24 H 4.6902 -1.0397 3.9811
25 H 3.9603 -2.6116 4.3072
26 H 2.4665 -0.0854 3.4577
27 H 2.4951 -0.7546 5.0922
28 H 1.4592 -2.8664 4.2165
29 H 0.4180 -1.4465 4.0750
30 H 2.0490 -4.1140 2.2899
31 H 0.1847 -0.7798 -1.9828
32 H 0.1083 1.1326 -3.0555
33 H -2.1985 -0.0950 -2.3309
34 H -1.7473 0.0769 -4.0306
35 H -4.1709 0.7845 -3.2620
36 H -3.3074 1.8147 -4.4054
37 H -3.2416 2.2523 -1.3958
38 H -4.3535 3.0968 -2.4756
39 H -2.6180 4.3303 -3.5316
40 H -1.9812 4.1935 -1.8932
41 H -0.6858 1.9629 1.1967
42 H 0.1736 0.3438 2.8215